No. 1
Here is one molecule with the formula C6H7N5 at a distorted geometry from the Open Molecules 2025 dataset. Energies are from ωB97M-V/def2-TZVPD.

Multiplicity: 1
HOMO energy, eV: -8.9
Kohn-Sham gap, Eh: 0.351
ΔE to the lowest compared entry with this formula, charge and spin, kcal per mole: 103.82
Strongest force on any atom, hartree/bohr: 0.133

Positions of all 18 atoms, in Å:
C -3.056 0.540 0.276
N -1.826 -0.169 -0.112
C -1.520 -1.448 0.010
N -0.326 -1.850 -0.174
C 0.417 -0.641 -0.165
C 1.767 -0.204 -0.053
N 2.829 -1.099 0.474
N 1.993 1.047 -0.189
C 0.963 1.888 0.097
N -0.304 1.615 -0.042
C -0.579 0.367 -0.319
H -2.808 1.541 -0.204
H -4.137 -0.003 0.287
H -2.918 0.622 1.436
H -1.992 -2.396 -0.385
H 2.555 -2.162 0.297
H 3.603 -0.479 -0.282
H 1.197 3.053 0.077



No. 2
Here is one molecule with the formula C5H10O2 from the Open Molecules 2025 dataset. Energies are from ωB97M-V/def2-TZVPD.

Multiplicity: 1
HOMO energy, eV: -9.2
Kohn-Sham gap, Eh: 0.368
ΔE to the lowest compared entry with this formula, charge and spin, kcal per mole: 44.67
Strongest force on any atom, hartree/bohr: 0.006

Positions of all 17 atoms, in Å:
C 1.341 -1.157 -0.594
C 0.875 0.127 0.048
O 1.832 1.114 -0.200
C 0.103 0.207 1.347
C -0.579 0.497 0.024
C -1.618 -0.478 -0.481
O -0.803 1.841 -0.307
H 2.416 -1.270 -0.427
H 0.831 -2.039 -0.199
H 1.168 -1.108 -1.675
H 1.542 1.930 0.223
H 0.324 1.072 1.969
H -0.172 -0.687 1.900
H -2.621 -0.159 -0.170
H -1.604 -0.556 -1.573
H -1.453 -1.476 -0.063
H -1.582 2.144 0.179



No. 3
Here is a 14-piece molecular cluster, C27H80N27O14 overall at a distorted geometry from the Open Molecules 2025 dataset. Energies are from ωB97M-V/def2-TZVPD.

Multiplicity: 1
Net charge: +1
HOMO energy, eV: -9.1
Kohn-Sham gap, Eh: 0.243
Strongest force on any atom, hartree/bohr: 0.062

Positions of all 148 atoms, in Å:
C 3.804 2.425 0.175
C 3.059 2.698 -1.269
C 3.723 1.946 -2.592
C 1.860 3.593 -1.315
C 0.634 3.403 -0.193
C -0.858 3.775 -0.823
C -1.868 2.541 -0.316
C -1.956 2.586 1.340
C -3.398 2.696 -0.880
C -4.391 1.426 -0.559
C -3.616 -0.016 -0.512
C -2.865 -0.342 -1.971
N -1.831 -1.394 -1.668
C -2.243 -2.506 -0.754
C -3.655 -2.366 0.029
O -4.470 -1.185 -0.261
H 4.923 2.063 0.054
H 3.872 3.474 0.732
H 3.218 1.712 0.899
H 3.262 0.868 -2.779
H 3.620 2.657 -3.537
H 4.865 1.791 -2.361
H 1.694 4.453 -2.122
H 0.651 2.272 0.157
H 0.884 4.056 0.764
H -0.732 3.727 -2.008
H -1.229 4.828 -0.449
H -1.318 1.554 -0.622
H -1.746 3.715 1.645
H -3.040 2.312 1.711
H -1.135 1.872 1.785
H -3.855 3.657 -0.338
H -3.377 2.931 -2.048
H -5.156 1.371 -1.475
H -5.004 1.601 0.445
H -2.831 0.018 0.386
H -2.443 0.622 -2.490
H -3.713 -0.867 -2.627
H -1.448 -1.721 -2.606
H -1.013 -0.895 -1.208
H -1.386 -2.612 0.072
H -2.193 -3.526 -1.368
H -3.431 -2.394 1.194
H -4.306 -3.333 -0.227
C -5.829 0.383 -4.684
O -4.822 0.996 -4.366
N -5.793 -0.760 -5.392
N -7.066 0.797 -4.355
H -6.611 -1.278 -5.663
H -4.881 -1.106 -5.660
H -7.138 1.654 -3.822
H -7.907 0.307 -4.607
C 6.732 5.453 -3.024
O 7.771 6.006 -3.350
N 6.483 5.062 -1.761
N 5.745 5.186 -3.897
H 5.633 4.605 -1.473
H 7.200 5.244 -1.072
H 5.893 5.464 -4.859
H 4.883 4.732 -3.647
C 5.264 5.000 -7.965
O 4.962 5.711 -7.020
N 5.277 3.657 -7.890
N 5.612 5.496 -9.166
H 5.523 3.055 -8.657
H 5.021 3.243 -7.003
H 5.616 6.503 -9.266
H 5.865 4.926 -9.956
C -3.008 6.852 1.443
O -2.301 6.394 0.559
N -4.241 6.383 1.703
N -2.617 7.866 2.235
H -4.839 6.747 2.426
H -4.574 5.619 1.130
H -1.694 8.249 2.072
H -3.185 8.257 2.968
C 6.378 0.748 2.208
O 6.579 1.500 1.267
N 6.132 1.193 3.454
N 6.384 -0.591 2.083
H 5.964 0.589 4.241
H 6.118 2.195 3.591
H 6.566 -0.967 1.162
H 6.221 -1.226 2.846
C 2.880 0.879 5.260
O 4.032 1.061 5.623
N 2.446 -0.302 4.785
N 1.943 1.843 5.303
H 1.502 -0.472 4.482
H 3.120 -1.055 4.736
H 2.229 2.748 5.654
H 0.990 1.712 5.009
C 0.519 10.353 1.776
O -0.364 9.560 1.487
N 1.215 10.279 2.924
N 0.873 11.371 0.971
H 1.945 10.923 3.179
H 0.980 9.527 3.558
H 0.374 11.462 0.096
H 1.597 12.034 1.191
C -4.706 -7.117 -1.360
O -5.176 -8.187 -1.713
N -3.409 -6.962 -1.042
N -5.445 -5.997 -1.257
H -3.003 -6.089 -0.749
H -2.818 -7.780 -1.106
H -6.427 -6.070 -1.487
H -5.076 -5.107 -0.968
C 0.011 -2.895 -5.293
O -0.653 -2.420 -4.386
N -0.536 -3.348 -6.435
N 1.350 -3.009 -5.231
H -0.006 -3.743 -7.193
H -1.542 -3.281 -6.522
H 1.802 -2.680 -4.388
H 1.914 -3.398 -5.968
C -2.986 -8.767 2.324
O -2.228 -7.816 2.213
N -3.048 -9.522 3.436
N -3.828 -9.144 1.345
H -3.665 -10.308 3.546
H -2.430 -9.271 4.197
H -3.814 -8.602 0.491
H -4.460 -9.924 1.418
C -0.160 -11.698 3.065
O -1.229 -12.276 2.942
N 1.018 -12.347 3.102
N -0.065 -10.360 3.174
H 1.908 -11.889 3.202
H 0.991 -13.355 3.023
H -0.928 -9.834 3.150
H 0.806 -9.867 3.275
C 1.319 -3.576 2.569
O 2.327 -2.963 2.887
N 1.356 -4.719 1.862
N 0.082 -3.162 2.899
H 0.537 -5.237 1.591
H 2.268 -5.066 1.593
H 0.010 -2.305 3.432
H -0.759 -3.652 2.646
C -0.198 -1.611 6.863
O 0.059 -1.337 5.701
N -1.426 -1.458 7.391
N 0.723 -2.089 7.719
H -1.657 -1.677 8.345
H -2.149 -1.100 6.780
H 1.660 -2.219 7.361
H 0.530 -2.320 8.678



No. 4
Here is one molecule with the formula C2H3N5O at a distorted geometry from the Open Molecules 2025 dataset. Energies are from ωB97M-V/def2-TZVPD.

Multiplicity: 1
HOMO energy, eV: -9.7
Kohn-Sham gap, Eh: 0.333
ΔE to the lowest compared entry with this formula, charge and spin, kcal per mole: 122.05
Strongest force on any atom, hartree/bohr: 0.091

Positions of all 11 atoms, in Å:
H -3.917 0.762 0.548
N -3.339 -0.155 0.166
C -2.121 0.298 -0.149
N -1.044 -0.562 -0.237
C 0.136 -0.223 0.016
N 1.194 -1.184 0.013
N 2.264 -0.631 0.152
N 2.160 0.743 -0.131
O 0.800 1.048 0.052
H -1.836 1.451 -0.288
H 2.617 1.472 0.381